1.
C20H28CuNO2S as an isolated structure in a non-equilibrium geometry, computed with ωB97M-V with the def2-TZVPD basis set.

Computed properties:
Strongest force on any atom   3.808 eV Å⁻¹
Electronic energy   -3022.62693 hartree
Charge   -1
Molecular weight   410.062 g/mol
Energy above the lowest of the compared OMol25 structures with the same formula, charge and spin   102.18 kJ/mol
Frontier orbital gap (alpha / beta)   5.6 / 4.7 eV
2S+1   2
E_LUMO (alpha / beta)   2.003 / 1.183 eV
Highest occupied orbital energy (alpha / beta)   -0.130 / -0.130 hartree

XYZ file:
```
53
C20H28CuNO2S (ωB97M-V with the def2-TZVPD basis set)
O 0.56 0.18 -2.08
C -0.17 -1.10 -2.45
C -0.65 -0.56 -3.81
H -1.00 -1.34 -1.74
H 0.58 -1.90 -2.53
C 0.24 0.62 -3.46
H -1.73 -0.36 -3.86
H -0.39 -1.09 -4.74
C -0.57 1.88 -3.45
H -1.35 1.74 -2.70
H -0.98 2.07 -4.44
H 0.07 2.71 -3.16
C 1.38 0.57 -4.46
H 1.91 -0.39 -4.40
H 2.10 1.39 -4.35
H 0.95 0.67 -5.47
Cu 1.00 0.67 -0.08
C 2.51 0.16 2.20
C 1.75 -0.94 2.71
C 1.63 -1.91 1.70
H 1.33 -1.04 3.72
C 1.98 -1.28 0.46
C 2.68 -0.03 0.77
H 3.33 0.57 0.12
H 2.84 1.04 2.76
H 1.47 -2.99 1.82
H 2.00 -1.83 -0.45
C 1.21 2.83 2.72
C 1.80 3.01 1.45
C 0.83 2.64 0.43
H 2.79 3.43 1.27
C -0.33 2.11 1.15
C -0.07 2.23 2.55
H -0.70 1.87 3.36
H 1.70 3.09 3.67
H 0.87 3.07 -0.57
H -1.31 1.94 0.72
O -3.77 -1.54 -0.34
C -2.77 -0.75 0.43
C -1.52 -1.63 0.81
H -3.18 -0.38 1.41
H -2.52 0.17 -0.14
C -2.19 -3.08 0.68
H -1.10 -1.54 1.84
H -0.66 -1.36 0.15
C -3.67 -2.92 0.18
H -2.08 -3.63 1.63
H -1.61 -3.64 -0.10
H -4.49 -3.03 0.95
H -3.94 -3.60 -0.67
S 2.35 1.84 5.79
C 0.95 1.01 5.95
N -0.06 0.38 6.07
```

***

2.
C19H40AuNP3S as an isolated structure in a non-equilibrium geometry, computed with ωB97M-V with the def2-TZVPD basis set.

Computed properties:
Strongest force on any atom   2.386 eV Å⁻¹
Electronic energy   -2359.60172 hartree
Charge   +3
Molecular weight   604.492 g/mol
Energy above the lowest of the compared OMol25 structures with the same formula, charge and spin   0.00 kJ/mol
Frontier orbital gap (alpha / beta)   6.1 / 1.6 eV
2S+1   3
E_LUMO (alpha / beta)   -8.801 / -13.286 eV
Highest occupied orbital energy (alpha / beta)   -0.549 / -0.549 hartree

XYZ file:
```
65
C19H40AuNP3S (ωB97M-V with the def2-TZVPD basis set)
Au 0.05 0.28 0.84
P 1.99 1.23 2.00
P -1.81 1.67 1.36
P 0.61 1.15 -1.28
H -1.32 -2.08 1.47
C -0.47 -1.98 0.79
C 0.83 -1.85 1.36
H 0.96 -1.93 2.44
C 2.23 0.53 3.66
C 1.95 3.03 2.30
C 3.57 0.92 1.16
C -3.38 0.95 0.78
C -2.02 1.88 3.15
C -1.76 3.38 0.74
C 1.84 0.04 -2.02
C 1.38 2.79 -1.45
C -0.92 1.32 -2.25
H -0.60 -2.32 -0.24
H 1.72 -2.03 0.74
H 2.06 -0.55 3.64
H 1.52 0.98 4.36
H 3.25 0.71 4.02
H 1.09 3.28 2.95
H 1.86 3.58 1.36
H 2.87 3.35 2.81
H 3.68 -0.15 0.96
H 4.41 1.26 1.79
H 3.63 1.46 0.20
H -4.22 1.64 0.94
H -3.57 0.02 1.34
H -3.31 0.70 -0.28
H -2.80 2.63 3.36
H -1.08 2.21 3.59
H -2.29 0.91 3.60
H -2.65 3.92 1.10
H -1.74 3.42 -0.36
H -0.87 3.88 1.12
H 2.03 0.32 -3.06
H 1.47 -1.00 -1.98
H 2.77 0.07 -1.44
H 1.52 2.99 -2.52
H 2.35 2.83 -0.95
H 0.73 3.57 -1.02
H -0.70 1.43 -3.32
H -1.50 2.19 -1.90
H -1.55 0.44 -2.10
C -0.62 -2.82 -4.84
C -1.71 -2.80 -5.74
C -1.96 -3.91 -6.55
C -1.10 -5.01 -6.53
C 0.07 -4.96 -5.76
C 0.33 -3.86 -4.94
S -0.41 -1.59 -3.61
H -0.36 -2.32 -2.42
H -2.34 -1.91 -5.75
H -2.84 -3.91 -7.19
H -1.34 -5.89 -7.12
H 0.77 -5.80 -5.77
H 1.24 -3.80 -4.35
C -0.54 -0.69 6.62
C -0.67 -0.84 5.18
N -0.80 -1.00 4.03
H -0.56 0.38 6.90
H 0.41 -1.14 6.96
H -1.38 -1.20 7.11
```

***

3.
A 2-piece molecular cluster, C5H12NO overall, computed with ωB97M-V with the def2-TZVPD basis set.

Computed properties:
Strongest force on any atom   0.937 eV Å⁻¹
Electronic energy   -327.39331 hartree
Charge   +1
Molecular weight   102.157 g/mol
Energy above the lowest of the compared OMol25 structures with the same formula, charge and spin   174.01 kJ/mol
Frontier orbital gap   8.8 eV
E_LUMO   -4.908 eV
Highest occupied orbital energy   -0.505 hartree

XYZ file:
```
19
C5H12NO (ωB97M-V with the def2-TZVPD basis set)
C -2.45 0.66 -1.65
C -0.15 0.67 -2.45
N -1.01 0.41 -1.56
H -2.74 1.32 -0.84
H -2.97 -0.29 -1.55
H -2.67 1.11 -2.62
H -0.48 1.18 -3.35
H 0.90 0.41 -2.34
H -0.66 -0.03 -0.69
C 1.22 0.29 1.66
O 2.59 0.02 1.97
C 0.61 -0.89 0.96
C -0.67 -1.27 1.07
H 1.25 1.15 0.98
H 0.70 0.58 2.57
H 2.57 -0.66 2.67
H 1.25 -1.42 0.26
H -1.04 -2.15 0.55
H -1.36 -0.76 1.73
```

***

4.
An isolated ion of composition C3H6N3S and charge +1 in a non-equilibrium geometry, computed with ωB97M-V with the def2-TZVPD basis set.

Computed properties:
Strongest force on any atom   3.418 eV Å⁻¹
Electronic energy   -679.93848 hartree
Charge   +1
Molecular weight   116.169 g/mol
Energy above the lowest of the compared OMol25 structures with the same formula, charge and spin   452.81 kJ/mol
Frontier orbital gap   8.5 eV
E_LUMO   -4.250 eV
Highest occupied orbital energy   -0.470 hartree

XYZ file:
```
13
C3H6N3S (ωB97M-V with the def2-TZVPD basis set)
C 0.79 1.91 1.06
C 0.06 2.57 0.24
C -0.03 -0.38 -0.47
N 0.73 -1.30 -0.07
N -1.39 -0.04 -0.61
N 0.69 -2.63 0.11
S 1.02 1.14 -0.51
H 0.83 1.42 2.08
H -0.35 3.52 0.06
H -2.02 -0.79 -0.57
H -1.62 0.84 -1.09
H 1.46 -3.23 -0.21
H -0.16 -3.04 -0.03
```

***

5.
C4H6AsCa2F6NO6 as an isolated structure in a non-equilibrium geometry, computed with ωB97M-V with the def2-TZVPD basis set.

Computed properties:
Strongest force on any atom   8.975 eV Å⁻¹
Electronic energy   -4851.42633 hartree
Charge   +2
Molecular weight   433.159 g/mol
Energy above the lowest of the compared OMol25 structures with the same formula, charge and spin   391.07 kJ/mol
Frontier orbital gap   1.0 eV
E_LUMO   -11.590 eV
Highest occupied orbital energy   -0.461 hartree

XYZ file:
```
26
C4H6AsCa2F6NO6 (ωB97M-V with the def2-TZVPD basis set)
Ca -0.02 4.59 -6.48
Ca -4.06 -1.73 -6.57
As 1.59 -1.36 -9.32
F 0.49 -1.99 -8.02
F 3.00 -1.71 -8.37
F 2.51 -0.35 -10.56
F 0.04 -1.00 -10.10
F 1.38 0.22 -8.41
F 1.62 -2.90 -10.15
N -1.13 0.60 -2.09
O -1.93 -0.17 -2.68
O -0.95 0.60 -0.94
O -0.66 1.31 -2.87
C 0.05 1.90 6.77
C -0.50 0.60 6.22
C 0.43 -0.53 5.91
O -0.04 -1.59 6.64
C -0.82 -1.18 7.68
O -1.29 -1.79 8.69
O -1.06 0.11 7.46
H -0.75 2.61 6.94
H 0.75 2.38 6.09
H 0.55 1.76 7.73
H -1.26 0.77 5.45
H 1.49 -0.52 6.16
H 0.54 -0.64 4.83
```

***

6.
A 2-piece molecular cluster, C6H9NO2 overall in a non-equilibrium geometry, computed with ωB97M-V with the def2-TZVPD basis set.

Computed properties:
Strongest force on any atom   2.673 eV Å⁻¹
Electronic energy   -439.11364 hartree
Molecular weight   127.143 g/mol
Energy above the lowest of the compared OMol25 structures with the same formula, charge and spin   427.23 kJ/mol
Frontier orbital gap   8.4 eV
SMILES   C=C1C[C@]1(N)C=O.C=O
E_LUMO   -0.168 eV
Highest occupied orbital energy   -0.314 hartree

XYZ file:
```
18
C6H9NO2 (ωB97M-V with the def2-TZVPD basis set)
C -0.28 1.81 -0.79
C -0.39 0.58 -0.32
C -1.41 -0.28 0.29
C -0.09 -0.38 1.02
N 0.68 -1.53 0.95
C 0.09 0.43 2.25
O -0.67 1.28 2.64
H 0.69 2.29 -0.91
H -1.14 2.35 -1.17
H -1.69 -1.17 -0.26
H -2.23 0.19 0.83
H 1.65 -1.38 1.21
H 0.59 -2.01 0.05
H 1.00 0.16 2.83
C 0.76 -0.53 -2.08
O 0.53 -1.71 -1.81
H 1.74 -0.08 -1.86
H 0.17 -0.02 -2.87
```

***

7.
A 5-piece molecular cluster, C47H61BrN3O overall, computed with ωB97M-V with the def2-TZVPD basis set.

Computed properties:
Strongest force on any atom   0.980 eV Å⁻¹
Electronic energy   -4640.73951 hartree
Charge   +1
Molecular weight   763.929 g/mol
Frontier orbital gap   7.7 eV
E_LUMO   -2.977 eV
Highest occupied orbital energy   -0.391 hartree

XYZ file:
```
113
C47H61BrN3O (ωB97M-V with the def2-TZVPD basis set)
C 0.08 -4.18 -0.22
C 0.80 -3.85 -1.11
C 1.66 -3.43 -2.20
C 2.87 -2.58 -1.71
C 2.75 -1.07 -2.00
N 1.38 -0.54 -1.95
C 0.73 -0.16 -3.07
C 1.37 -0.17 -4.44
C 1.79 1.26 -4.82
C 3.23 1.66 -4.51
C 3.45 2.16 -3.08
O 2.24 2.67 -2.54
C 2.45 3.46 -1.36
C -0.56 0.28 -2.99
C -1.22 0.40 -1.79
N -2.52 0.85 -1.73
C -2.81 2.02 -2.15
C -1.84 3.12 -2.44
C -4.25 2.36 -2.31
C -0.54 0.00 -0.62
C -1.21 0.08 0.73
Br -1.19 1.96 1.33
C -2.62 -0.59 0.81
C -3.81 0.32 1.07
C 0.76 -0.46 -0.72
N 1.53 -0.90 0.37
C 2.05 0.16 1.28
C 3.56 0.35 1.10
H -0.65 -4.38 0.52
H 1.05 -2.87 -2.91
H 2.04 -4.33 -2.66
H 3.79 -2.97 -2.13
H 2.94 -2.70 -0.64
H 3.23 -0.86 -2.94
H 3.32 -0.54 -1.25
H 2.18 -0.89 -4.51
H 0.58 -0.47 -5.12
H 1.66 1.37 -5.89
H 1.10 1.97 -4.38
H 3.90 0.82 -4.71
H 3.56 2.44 -5.18
H 3.85 1.39 -2.42
H 4.20 2.95 -3.10
H 2.27 4.50 -1.59
H 3.46 3.33 -0.97
H 1.73 3.14 -0.61
H -1.10 0.56 -3.88
H -1.57 3.05 -3.50
H -0.91 3.04 -1.88
H -2.30 4.09 -2.32
H -4.50 3.06 -1.51
H -4.84 1.47 -2.12
H -4.46 2.81 -3.28
H -0.61 -0.43 1.46
H -2.64 -1.33 1.60
H -2.81 -1.09 -0.12
H -3.80 0.74 2.07
H -3.87 1.15 0.38
H -4.74 -0.25 0.98
H 1.03 -1.62 0.87
H 1.84 -0.14 2.30
H 1.55 1.09 1.06
H 3.72 1.03 0.27
H 3.96 -0.60 0.78
H 4.06 0.70 1.99
C -5.38 -3.61 -3.18
C -5.63 -4.97 -3.07
C -4.82 -5.76 -2.27
C -3.76 -5.20 -1.57
C -3.51 -3.84 -1.68
C -4.31 -3.04 -2.48
H -6.01 -2.99 -3.80
H -6.46 -5.41 -3.60
H -5.02 -6.83 -2.19
H -3.13 -5.82 -0.95
H -2.68 -3.40 -1.14
H -4.11 -1.98 -2.57
C 5.47 -2.24 5.90
C 4.11 -2.02 5.73
C 3.55 -2.11 4.46
C 4.34 -2.43 3.37
C 5.70 -2.64 3.54
C 6.27 -2.55 4.80
H 5.91 -2.16 6.88
H 3.49 -1.78 6.58
H 2.49 -1.94 4.33
H 3.90 -2.50 2.38
H 6.32 -2.89 2.68
H 7.33 -2.71 4.93
C 3.27 -1.03 10.98
C 4.40 -1.16 11.78
C 5.64 -0.77 11.30
C 5.75 -0.25 10.02
C 4.63 -0.11 9.22
C 3.38 -0.51 9.70
H 2.30 -1.33 11.36
H 4.31 -1.56 12.78
H 6.52 -0.88 11.92
H 6.72 0.06 9.64
H 4.71 0.30 8.22
H 2.50 -0.41 9.08
C -8.73 4.87 -4.16
C -7.56 4.88 -3.41
C -6.38 5.34 -3.98
C -6.36 5.80 -5.28
C -7.53 5.80 -6.03
C -8.71 5.33 -5.47
H -9.65 4.51 -3.73
H -7.57 4.53 -2.39
H -5.47 5.34 -3.39
H -5.44 6.17 -5.72
H -7.52 6.16 -7.05
H -9.62 5.32 -6.06
```

***

8.
C18H14ClMoN3O2 as an isolated structure in a non-equilibrium geometry, computed with ωB97M-V with the def2-TZVPD basis set.

Computed properties:
Strongest force on any atom   6.450 eV Å⁻¹
Electronic energy   -1536.68254 hartree
Charge   +2
Molecular weight   435.722 g/mol
Frontier orbital gap (alpha / beta)   7.1 / 3.9 eV
2S+1   3
E_LUMO (alpha / beta)   -8.102 / -11.143 eV
Highest occupied orbital energy (alpha / beta)   -0.557 / -0.554 hartree

XYZ file:
```
39
C18H14ClMoN3O2 (ωB97M-V with the def2-TZVPD basis set)
Cl -2.74 -0.95 -0.19
C 0.95 -1.33 -1.83
C 1.71 -0.14 -1.69
C 0.87 0.95 -2.04
H 2.73 -0.08 -1.37
C -0.41 0.45 -2.38
C -0.34 -0.97 -2.27
H -1.18 -1.63 -2.39
H 1.30 -2.33 -1.62
H 1.16 1.99 -2.03
C -1.60 1.23 -2.82
Mo 0.00 0.00 0.00
C 1.42 0.74 1.08
C -0.14 -1.31 1.45
O 2.29 1.19 1.73
O -0.30 -2.09 2.30
H -1.63 2.20 -2.32
H -2.51 0.69 -2.58
H -1.57 1.40 -3.90
N -0.49 1.29 11.72
C -0.47 1.03 10.60
C -0.39 0.76 9.20
C -1.44 1.08 8.32
C -1.29 0.89 6.95
C -0.10 0.39 6.47
C 0.93 0.01 7.37
C 0.78 0.19 8.72
N 0.13 0.30 5.07
C 1.14 -0.46 4.65
C 1.16 -0.37 3.39
N 0.10 0.39 2.83
C -0.51 0.84 3.96
H -2.37 1.50 8.68
H -2.09 1.15 6.26
H 1.89 -0.39 7.07
H 1.61 -0.07 9.36
H 1.82 -1.10 5.19
H 1.89 -0.96 2.83
H -1.40 1.44 3.98
```

***

9.
A 2-piece molecular cluster, C8H24BN4O5 overall in a non-equilibrium geometry, computed with ωB97M-V with the def2-TZVPD basis set.

Computed properties:
Strongest force on any atom   2.540 eV Å⁻¹
Electronic energy   -939.03296 hartree
Charge   +1
Molecular weight   267.115 g/mol
Energy above the lowest of the compared OMol25 structures with the same formula, charge and spin   75.01 kJ/mol
Frontier orbital gap   6.3 eV
E_LUMO   -4.309 eV
Highest occupied orbital energy   -0.391 hartree

XYZ file:
```
42
C8H24BN4O5 (ωB97M-V with the def2-TZVPD basis set)
C -2.05 -5.45 -2.85
O -0.59 -5.47 -2.94
B 0.00 -4.60 -2.09
O 0.40 -4.98 -0.87
N 0.31 -3.17 -2.44
C -0.14 -2.16 -1.76
N 0.17 -0.91 -2.16
N -0.95 -2.24 -0.65
O -2.29 -2.48 -1.03
H -2.43 -6.46 -2.84
H -2.43 -4.88 -3.68
H -2.34 -5.01 -1.90
H -0.04 -5.80 -0.60
H 0.91 -3.02 -3.25
H 0.05 -0.90 -3.17
H -0.58 -0.32 -1.80
H -0.60 -2.87 0.07
H -2.69 -3.11 -0.41
C 1.89 0.23 0.59
O 0.62 0.78 0.28
C -0.32 0.68 1.35
C -0.65 2.04 1.93
N 0.49 2.59 2.66
C 0.33 3.99 3.04
C 0.26 5.03 1.93
O 1.46 5.18 1.19
C 1.62 4.29 0.11
H 2.49 0.23 -0.32
H 2.42 0.83 1.34
H 1.80 -0.80 0.95
H 0.03 0.00 2.13
H -1.24 0.26 0.93
H -1.50 1.95 2.60
H -0.94 2.69 1.09
H 1.32 2.50 2.09
H 1.20 4.24 3.67
H -0.55 4.09 3.68
H 0.08 6.00 2.41
H -0.59 4.87 1.26
H 0.67 4.00 -0.34
H 2.17 3.39 0.42
H 2.23 4.79 -0.64
```

***

10.
A 15-piece molecular cluster, C22H40Cl28FN2O2P overall in a non-equilibrium geometry, computed with ωB97M-V with the def2-TZVPD basis set.

Computed properties:
Strongest force on any atom   1.654 eV Å⁻¹
Electronic energy   -14448.76978 hartree
Molecular weight   1407.230 g/mol
Frontier orbital gap   10.6 eV
E_LUMO   -0.027 eV
Highest occupied orbital energy   -0.390 hartree

XYZ file:
```
96
C22H40Cl28FN2O2P (ωB97M-V with the def2-TZVPD basis set)
N 2.89 -0.01 0.79
C 2.45 -0.59 -0.09
C 1.88 -1.18 -1.31
P 0.64 0.01 -1.95
O -0.33 0.35 -0.89
C 2.98 -1.68 -2.30
F 2.61 -2.98 -2.62
C 4.32 -1.74 -1.67
N 5.40 -1.53 -1.34
C 3.12 -0.91 -3.61
C 3.83 0.46 -3.41
C 3.26 1.58 -4.31
C 3.25 2.90 -3.55
O 4.56 3.22 -3.10
H 1.31 -2.06 -1.01
H 1.33 1.15 -2.39
H 0.01 -0.64 -3.03
H 3.77 -1.53 -4.23
H 2.18 -0.83 -4.17
H 4.89 0.32 -3.59
H 3.72 0.76 -2.37
H 2.25 1.32 -4.64
H 3.91 1.67 -5.18
H 2.58 2.84 -2.69
H 2.88 3.70 -4.20
H 4.57 3.20 -2.15
C -2.43 0.56 1.55
Cl -3.58 -0.74 1.19
Cl -3.25 2.12 1.75
H -1.92 0.32 2.48
H -1.72 0.64 0.73
C 2.31 1.20 3.46
Cl 3.02 1.53 5.06
Cl 0.71 1.92 3.29
H 2.97 1.61 2.71
H 2.22 0.13 3.34
C 0.96 -3.26 2.96
Cl 1.97 -2.93 1.53
Cl -0.05 -1.87 3.38
H 0.32 -4.11 2.74
H 1.61 -3.46 3.80
C -6.12 2.00 4.58
Cl -6.46 0.31 4.97
Cl -7.56 3.03 4.73
H -5.37 2.38 5.26
H -5.77 2.05 3.55
C 4.44 -5.95 -0.02
Cl 4.38 -4.30 -0.68
Cl 6.03 -6.68 -0.21
H 4.21 -5.89 1.04
H 3.70 -6.55 -0.53
C 0.59 5.44 -2.71
Cl 1.76 6.10 -3.86
Cl -0.04 3.86 -3.23
H 1.09 5.31 -1.76
H -0.24 6.12 -2.62
C -4.67 1.83 -1.95
Cl -5.81 2.21 -3.26
Cl -3.00 1.82 -2.52
H -4.77 2.59 -1.18
H -4.92 0.85 -1.56
C -4.86 4.85 6.99
Cl -5.10 6.57 6.66
Cl -3.81 4.08 5.79
H -4.39 4.74 7.96
H -5.82 4.36 6.97
C 0.37 -2.13 -6.70
Cl 0.46 -0.67 -5.69
Cl 1.29 -3.46 -6.00
H -0.67 -2.42 -6.77
H 0.77 -1.89 -7.67
C -8.73 3.72 -1.43
Cl -9.97 4.82 -2.03
Cl -7.85 4.39 -0.05
H -9.20 2.80 -1.13
H -8.02 3.54 -2.23
C 3.01 -4.64 6.94
Cl 1.74 -3.66 6.18
Cl 2.78 -6.37 6.69
H 3.96 -4.35 6.50
H 3.01 -4.43 8.00
C 1.30 -8.83 -1.19
Cl 1.44 -7.37 -0.19
Cl 2.35 -10.12 -0.61
H 0.28 -9.16 -1.15
H 1.59 -8.57 -2.20
C -4.80 4.26 -6.15
Cl -5.93 4.65 -7.45
Cl -3.12 4.24 -6.71
H -4.89 5.02 -5.37
H -5.05 3.29 -5.75
C 3.76 -0.93 7.66
Cl 2.78 -1.29 9.08
Cl 5.10 -2.07 7.48
H 3.14 -1.00 6.77
H 4.17 0.07 7.76
```